A molecular structure, C36H37BF4N3O3S2SbTi at a distorted geometry, computed with ωB97M-V with the def2-TZVPD basis set.

Structure (XYZ):
```
88
Properties=species:S:1:pos:R:3
Ti 0.245 1.468 0.722
C 4.996 4.433 -4.986
C 4.048 4.299 -3.827
C 3.895 5.326 -2.904
C 3.054 5.188 -1.808
C 2.359 4.001 -1.649
C 2.486 2.958 -2.559
C 3.325 3.119 -3.644
S 1.419 3.779 -0.186
O 1.443 5.000 0.566
O 2.019 2.578 0.465
N -0.077 3.290 -0.584
C -1.030 3.784 0.337
C -2.009 4.727 0.051
C -2.857 5.097 1.080
C -2.725 4.523 2.342
C -1.752 3.561 2.530
N -0.933 3.210 1.539
H 5.325 5.464 -5.114
H 4.531 4.102 -5.915
H 5.883 3.816 -4.828
H 4.442 6.251 -3.039
H 2.942 5.983 -1.085
H 1.944 2.032 -2.413
H 3.431 2.310 -4.356
H -2.067 5.162 -0.936
H -3.619 5.846 0.905
H -3.368 4.812 3.161
H -1.597 3.056 3.476
F 1.846 0.218 1.973
B 1.166 0.662 3.165
F 1.614 0.107 4.309
F 1.197 2.064 3.115
F -0.199 0.322 2.826
S 0.749 0.180 -1.094
Sb 0.454 -2.291 0.520
C 2.398 -2.780 -0.186
C 2.594 -3.364 -1.433
C 3.878 -3.606 -1.906
C 4.980 -3.258 -1.139
C 4.795 -2.658 0.099
C 3.512 -2.416 0.569
C -0.602 -3.816 -0.561
C -1.654 -3.458 -1.397
C -2.380 -4.417 -2.096
C -2.055 -5.758 -1.959
C -1.002 -6.132 -1.132
C -0.283 -5.168 -0.440
C 0.554 -3.432 2.348
C 1.587 -4.294 2.705
C 1.500 -5.063 3.859
C 0.377 -4.983 4.670
C -0.657 -4.123 4.328
C -0.563 -3.354 3.177
H 1.745 -3.640 -2.049
H 4.015 -4.068 -2.877
H 5.980 -3.449 -1.508
H 5.648 -2.367 0.699
H 3.383 -1.923 1.527
H -1.901 -2.409 -1.528
H -3.191 -4.117 -2.748
H -2.616 -6.510 -2.499
H -0.742 -7.178 -1.026
H 0.533 -5.476 0.205
H 2.470 -4.379 2.084
H 2.313 -5.728 4.124
H 0.309 -5.585 5.568
H -1.533 -4.048 4.960
H -1.372 -2.673 2.929
O -1.628 0.683 0.546
C -2.540 0.148 -0.076
C -2.898 0.532 -1.469
C -3.970 1.644 -1.296
C -5.086 1.404 -0.258
C -4.628 1.402 1.217
C -4.103 0.040 1.706
N -3.427 -0.641 0.584
H -3.308 -0.326 -2.008
H -2.021 0.899 -1.996
H -4.423 1.808 -2.275
H -3.451 2.568 -1.028
H -5.626 0.479 -0.491
H -5.816 2.203 -0.389
H -5.444 1.726 1.865
H -3.834 2.147 1.332
H -4.905 -0.617 2.036
H -3.400 0.151 2.529
H -4.090 -1.059 -0.053
```

## Properties
F_max	4.21	eV Å⁻¹
ΔE to the lowest compared entry with this formula, charge and spin	66.33	kcal/mol
LUMO energy (alpha / beta)	-0.0319 / -0.0324	Ha
HOMO-LUMO gap (alpha / beta)	5.790 / 5.774	eV

***

A molecular structure, C36H37F3O3OsP2S at a distorted geometry, computed with ωB97M-V with the def2-TZVPD basis set.

Structure (XYZ):
```
83
Properties=species:S:1:pos:R:3
Os -0.311 -0.860 -0.175
C -1.017 3.786 1.533
C 0.002 3.848 0.687
C 1.437 3.488 0.948
C 1.837 2.521 2.104
C 1.136 1.246 2.379
C -0.009 1.184 3.100
C -0.633 2.356 3.757
C -0.809 3.713 3.017
C -1.803 -0.942 1.060
H -2.003 4.062 1.163
H -0.248 3.959 -0.378
H 2.035 4.356 1.186
H 1.849 3.018 0.050
H 2.863 2.202 1.921
H 1.846 3.054 3.049
H 1.637 0.345 2.075
H -0.443 0.234 3.336
H 0.078 2.558 4.579
H -1.631 2.081 4.104
H -1.705 4.204 3.410
H 0.029 4.368 3.282
H -2.725 -0.462 0.779
H -1.615 -1.010 2.139
H -1.622 -2.005 0.532
P 0.320 -0.080 -1.964
P 1.421 -2.019 -0.039
C 2.019 0.326 -1.298
C 2.524 -0.669 -0.458
C 0.602 -0.686 -3.620
C 1.822 -0.450 -4.275
C 1.959 -0.821 -5.607
C 0.869 -1.429 -6.247
C -0.358 -1.648 -5.600
C -0.497 -1.277 -4.265
C -0.891 1.268 -2.164
C -2.204 1.057 -1.781
C -3.068 2.146 -1.893
C -2.577 3.400 -2.249
C -1.288 3.543 -2.763
C -0.412 2.457 -2.725
C 1.610 -3.608 -0.849
C 1.595 -3.691 -2.249
C 2.046 -4.880 -2.795
C 2.451 -5.896 -1.922
C 2.464 -5.795 -0.529
C 2.036 -4.613 0.038
C 1.145 -2.290 1.735
C 0.095 -3.104 2.228
C 0.013 -3.355 3.596
C 1.019 -2.871 4.432
C 2.117 -2.161 3.927
C 2.232 -1.936 2.558
H 2.578 1.188 -1.692
H 3.497 -0.716 0.014
H 2.602 0.095 -3.743
H 2.902 -0.591 -6.115
H 0.991 -1.748 -7.275
H -1.205 -2.096 -6.129
H -1.447 -1.378 -3.724
H -2.509 0.084 -1.367
H -4.116 2.023 -1.694
H -3.243 4.251 -2.117
H -0.918 4.513 -3.103
H 0.626 2.453 -3.069
H 1.280 -2.817 -2.833
H 2.056 -4.976 -3.875
H 2.756 -6.829 -2.354
H 2.806 -6.579 0.140
H 2.117 -4.404 1.110
H -0.662 -3.505 1.547
H -0.820 -3.926 4.013
H 0.936 -3.003 5.506
H 2.888 -1.768 4.594
H 3.122 -1.483 2.101
F -5.916 2.825 2.745
C -4.623 2.537 2.922
F -4.058 3.618 3.550
F -4.489 1.444 3.729
S -3.725 2.175 1.303
O -4.471 1.049 0.758
O -3.876 3.445 0.577
O -2.313 1.897 1.619
```

## Properties
total charge	+2
F_max	6.64	eV Å⁻¹
spin multiplicity	5
ΔE to the lowest compared entry with this formula, charge and spin	44.65	kcal/mol
LUMO energy (alpha / beta)	-0.2427 / -0.3220	Ha
<S²>	6.017
HOMO-LUMO gap (alpha / beta)	7.434 / 5.688	eV

***

A molecular structure, C36H37F3P2Sr at a distorted geometry, computed with ωB97M-V with the def2-TZVPD basis set.

Structure (XYZ):
```
79
Properties=species:S:1:pos:R:3
Sr -1.107 0.137 2.082
C 0.265 -3.505 0.751
C 0.842 -3.009 -0.359
C 0.466 -3.573 -1.692
C -1.048 -3.568 -1.992
C -1.856 -2.564 -1.198
C -2.334 -2.754 0.036
C -2.183 -4.003 0.805
C -0.762 -4.576 0.805
C -0.504 3.294 0.736
H 0.680 -3.340 1.741
H 1.777 -2.394 -0.342
H 0.827 -4.617 -1.710
H 0.940 -2.967 -2.482
H -1.099 -3.273 -3.051
H -1.457 -4.596 -1.932
H -2.182 -1.704 -1.809
H -3.135 -2.134 0.397
H -2.853 -4.799 0.415
H -2.469 -3.781 1.852
H -0.630 -5.040 1.792
H -0.619 -5.357 0.032
H -0.463 3.203 1.898
H -0.965 4.296 0.508
H 0.526 3.270 0.387
P 1.851 0.353 -0.001
P -1.298 2.162 -0.386
C 0.565 0.032 -1.229
C -0.640 0.704 -1.230
C 3.329 0.428 -0.999
C 3.533 -0.539 -2.013
C 4.710 -0.419 -2.752
C 5.606 0.623 -2.476
C 5.389 1.593 -1.475
C 4.247 1.475 -0.728
C 2.193 -0.940 1.260
C 1.175 -1.255 2.243
C 1.494 -1.469 3.586
C 2.860 -1.567 3.875
C 3.827 -1.666 2.862
C 3.511 -1.366 1.529
C -2.154 2.899 -1.836
C -1.405 3.437 -2.914
C -2.035 4.184 -3.906
C -3.419 4.370 -3.860
C -4.179 3.760 -2.866
C -3.556 3.032 -1.853
C -2.663 1.598 0.705
C -2.793 2.326 1.907
C -3.546 1.872 2.977
C -4.144 0.630 2.916
C -4.116 -0.097 1.730
C -3.319 0.330 0.648
H 0.830 -0.656 -2.071
H -1.358 0.370 -1.997
H 2.840 -1.372 -2.170
H 4.910 -1.149 -3.540
H 6.477 0.737 -3.099
H 6.088 2.430 -1.309
H 4.071 2.152 0.121
H 0.145 -1.592 1.934
H 0.709 -1.544 4.352
H 3.186 -1.596 4.910
H 4.840 -1.983 3.097
H 4.266 -1.420 0.725
H -0.318 3.288 -2.957
H -1.461 4.676 -4.702
H -3.891 5.073 -4.535
H -5.263 3.906 -2.850
H -4.165 2.597 -1.041
H -2.257 3.254 2.092
H -3.646 2.500 3.858
H -4.648 0.236 3.800
H -4.769 -0.972 1.656
H -3.284 -0.303 -0.256
F 3.360 3.584 1.637
C 2.474 2.885 2.451
F 3.232 2.001 3.161
F 1.950 3.761 3.346
```

## Properties
F_max	5.43	eV Å⁻¹
ΔE to the lowest compared entry with this formula, charge and spin	122.38	kcal/mol
LUMO energy (alpha / beta)	-0.0122 / -0.0122	Ha
HOMO-LUMO gap (alpha / beta)	4.209 / 4.205	eV